# 1
This record from the OMol25 dataset describes a gas-phase ion, C7H17ClN (charge +1). The level of theory is the ωB97M-V functional and the def2-TZVPD basis.

HOMO: -0.55894 Eh
SMILES: CC[C@@H](Cl)[NH2+]CC(C)C
lowest unoccupied orbital energy: -2.9159 eV
total energy: -791.59892 Ha

```
! wB97M-V def2-TZVPD RIJCOSX def2/J DEFGRID3
* xyz 1 1
C -2.44 -0.07 0.57
C -0.69 -2.02 0.37
H 0.82 -1.54 -0.89
H -2.01 0.55 1.36
H -3.53 0.04 0.65
H -0.43 -0.50 -1.09
H -2.19 0.32 -0.43
H 1.53 -0.77 1.14
H 1.77 -0.12 -2.04
H 0.17 2.52 -0.52
H -2.27 -1.82 1.79
H 1.37 1.67 -2.15
H 2.64 1.04 0.41
N 0.11 -1.00 -0.39
H 1.74 3.20 -0.01
C 1.67 1.03 -0.09
C 1.00 2.42 0.20
H -0.09 -2.36 1.22
H 0.66 2.48 1.24
C 1.93 0.88 -1.62
C 0.85 -0.13 0.57
H 2.99 1.12 -1.79
Cl -0.78 -3.47 -0.74
C -2.14 -1.58 0.73
H 0.17 0.33 1.30
H -2.85 -2.21 0.20
*
```



# 2
This record from the OMol25 dataset describes a molecular structure, C7H17IrO3. The level of theory is the ωB97M-V functional and the def2-TZVPD basis.

HOMO (spin up / spin down): -0.76979 / -0.82145 Eh
lowest unoccupied orbital energy (spin up / spin down): -11.7789 / -17.5869 eV
total energy: -605.36377 Ha

```
! wB97M-V def2-TZVPD RIJCOSX def2/J DEFGRID3
* xyz 3 6
C 4.15 -1.09 -0.31
H 4.38 -1.53 -1.29
H 2.07 -2.68 -1.24
H -1.93 -1.35 0.05
H -0.87 2.89 -1.70
Ir 1.41 0.39 -0.44
H -1.96 0.73 -1.19
H -1.20 3.32 0.02
C -1.42 0.70 -0.24
H 2.69 -3.08 0.40
H -4.88 1.79 -0.01
O 2.73 -1.07 -0.11
O 0.13 -1.08 -0.21
H 4.50 -0.05 -0.27
O -0.27 1.50 -0.28
H 4.61 -1.67 0.49
H 0.76 -2.08 1.49
H 0.47 3.39 -0.62
C 0.72 -2.23 0.40
H -1.05 -0.62 1.43
H -4.53 1.15 1.62
H -2.91 1.33 0.36
C -0.49 2.86 -0.68
C -1.13 -0.65 0.33
H 0.13 -3.13 0.18
C 2.10 -2.36 -0.18
C -4.17 1.80 0.82
H -4.04 2.82 1.19
*
```



# 3
This record from the OMol25 dataset describes C7H17N in the gas phase. The level of theory is the ωB97M-V functional and the def2-TZVPD basis.

HOMO: -0.31554 Eh
SMILES: CC(C)CNC(C)C
lowest unoccupied orbital energy: 1.1039 eV
total energy: -331.64324 Ha

```
! wB97M-V def2-TZVPD RIJCOSX def2/J DEFGRID3
* xyz 0 1
C 0.28 0.66 2.51
C 0.50 -1.02 -2.81
H -0.02 -0.22 -3.33
C -0.13 -1.16 -1.41
H 1.30 -2.32 -0.27
C 0.06 0.15 -0.58
H -1.21 -1.21 -1.62
H 1.08 0.10 -0.17
H -1.69 1.41 2.06
H 0.32 -1.98 -3.30
C -0.29 2.58 0.98
H 0.14 1.12 3.49
C 0.29 -2.39 -0.68
C -0.77 1.18 1.52
H 0.07 0.98 -1.29
H -0.58 2.76 -0.05
H 0.78 2.72 1.06
H -0.81 3.29 1.63
H 1.27 0.84 2.11
N -1.01 0.25 0.40
H -1.20 -0.68 0.77
H 0.17 -0.41 2.75
H 0.15 -3.30 -1.26
H 1.56 -0.75 -2.75
H -0.25 -2.59 0.26
*
```



# 4
This record from the OMol25 dataset describes 2 unconnected molecules or ions with the total composition C7H17N. The level of theory is the ωB97M-V functional and the def2-TZVPD basis.

HOMO: -0.29868 Eh
SMILES: CC(C)/C=N/C(C)C.[H][H]
lowest unoccupied orbital energy: 0.4608 eV
total energy: -331.51972 Ha

```
! wB97M-V def2-TZVPD RIJCOSX def2/J DEFGRID3
* xyz 0 1
C -0.72 0.13 -1.26
H -1.08 -4.07 -2.82
C 0.62 -0.48 0.19
N -0.41 -1.06 -0.35
H -1.66 -0.19 -1.78
H -0.17 2.13 -0.55
H 0.51 -0.69 -2.84
H 1.68 1.11 3.09
H 1.59 -1.09 1.97
H -0.32 0.85 -3.29
C 0.20 0.31 -2.50
H -0.82 -1.61 2.04
C 0.83 -0.33 1.70
H -0.26 -0.76 3.54
C 1.37 1.07 2.04
H 1.59 -0.46 -0.34
H 0.66 1.85 1.80
C -1.07 1.54 -0.71
H -1.71 1.51 0.19
H -0.94 -3.35 -2.62
C -0.45 -0.67 2.45
H 2.30 1.26 1.49
H -1.22 0.09 2.31
H -1.62 2.06 -1.49
H 1.10 0.88 -2.25
*
```



# 5
This record from the OMol25 dataset describes 2 unconnected molecules or ions with the total composition C7H17N. The level of theory is the ωB97M-V functional and the def2-TZVPD basis.

HOMO: -0.25288 Eh
lowest unoccupied orbital energy: -0.8034 eV
total energy: -331.42397 Ha

```
! wB97M-V def2-TZVPD RIJCOSX def2/J DEFGRID3
* xyz 0 1
H 0.42 -0.19 -2.38
H -1.03 1.62 1.24
H -0.87 -1.84 -0.21
C -1.29 0.05 -1.33
H -2.40 -0.98 0.09
C 1.40 -1.39 1.60
C -0.43 0.95 -0.51
H 1.37 -0.15 -2.25
C 0.89 1.10 1.59
H 2.86 0.21 1.65
H 1.42 -1.50 2.69
H -2.30 0.49 -1.42
C 1.88 0.01 1.21
H 2.05 0.06 0.13
H -2.30 -1.88 -1.35
H -0.36 1.97 -0.92
C -0.72 0.01 -2.70
H 1.40 2.03 1.29
H -1.02 -0.79 -3.39
N -0.40 0.90 0.90
C -1.68 -1.29 -0.67
H 0.35 -1.51 1.35
H -0.72 0.93 -3.29
H 1.87 -2.20 1.05
H 0.72 1.16 2.67
*
```



# 6
This record from the OMol25 dataset describes a gas-phase ion, C7H17N2 (charge +1). The level of theory is the ωB97M-V functional and the def2-TZVPD basis.

HOMO: -0.51929 Eh
SMILES: CC(C)[C@]1(N)CC[N@@H+]1C
lowest unoccupied orbital energy: -2.6996 eV
total energy: -386.11467 Ha

```
! wB97M-V def2-TZVPD RIJCOSX def2/J DEFGRID3
* xyz 1 1
H -2.46 -1.03 -1.86
N -1.49 -0.39 0.13
H 1.40 2.07 1.29
H 2.27 0.71 -1.68
H 0.22 0.98 2.11
H -0.32 -2.19 -1.69
C 0.11 -0.89 -0.04
H 0.78 -2.04 1.59
H 0.14 -2.88 0.37
C -1.99 0.75 0.90
H 0.24 1.05 -0.53
C 2.25 0.66 -0.55
N 0.40 -2.02 0.69
H -1.76 1.57 0.21
H -1.51 0.51 -1.66
H 1.92 0.52 1.91
C -1.60 -0.47 -1.41
H -3.00 0.60 1.08
C -0.22 -1.15 -1.54
H -1.39 0.95 1.73
C 1.11 1.05 1.50
H 0.38 -0.66 -2.25
H 2.87 1.51 -0.08
H -2.04 -1.19 0.42
H 2.81 -0.17 -0.40
C 0.92 0.53 0.12
*
```



# 7
This record from the OMol25 dataset describes 2 unconnected molecules or ions with the total composition C7H17N2O. The level of theory is the ωB97M-V functional and the def2-TZVPD basis.

HOMO: -0.50229 Eh
lowest unoccupied orbital energy: -2.8633 eV
total energy: -461.34260 Ha

```
! wB97M-V def2-TZVPD RIJCOSX def2/J DEFGRID3
* xyz 1 1
N -0.98 1.70 0.04
H -2.27 3.07 0.93
H -0.92 2.46 -0.68
C 1.52 -0.65 1.80
H -0.50 -1.52 2.42
H -0.35 -0.66 -1.94
N 0.18 0.12 -1.26
H -2.32 1.44 1.65
H 0.56 1.17 -2.97
C -1.73 2.25 1.22
C -0.84 -0.61 0.66
H -0.64 -1.51 0.14
C 1.05 1.07 -1.98
H 1.94 0.56 -2.09
C -0.52 0.56 -0.26
H -1.09 2.50 2.07
C 0.54 -2.72 -2.26
O -0.27 -2.04 -2.73
H -0.31 0.14 2.62
H 1.64 -0.10 0.86
H 2.05 -0.11 2.63
H 0.63 -3.81 -2.55
C -0.01 -0.71 1.90
H 1.20 2.01 -1.48
H 1.18 -2.37 -1.32
H -1.87 -0.71 0.83
H 2.10 -1.54 1.75
*
```



# 8
This record from the OMol25 dataset describes 2 unconnected molecules or ions with the total composition C7H17N3. The level of theory is the ωB97M-V functional and the def2-TZVPD basis.

HOMO: -0.35327 Eh
SMILES: CN(N)C#N.CCC(C)C
lowest unoccupied orbital energy: 0.6051 eV
total energy: -441.11276 Ha

```
! wB97M-V def2-TZVPD RIJCOSX def2/J DEFGRID3
* xyz 0 1
H 1.63 -1.11 0.93
H 0.19 2.31 0.21
H 3.15 -0.80 0.07
C 0.49 1.43 2.16
H 1.37 2.02 2.43
C 0.38 1.32 0.64
H 0.60 0.45 2.61
C 2.37 -0.34 0.69
H -3.84 -1.41 -0.56
N -0.44 -1.88 1.29
H 2.40 1.67 -0.06
C 1.42 0.41 -1.50
H 2.35 0.30 -2.06
C 1.71 0.81 -0.06
H -2.10 -2.52 -2.04
H -3.31 0.19 -1.16
H 2.82 0.00 1.62
H -0.39 1.92 2.57
H 0.90 -0.54 -1.54
C -3.09 -0.61 -0.44
N -1.74 -1.09 -0.66
H 0.82 1.18 -2.00
H -0.53 0.78 0.38
H -1.50 -1.09 -2.63
C -1.02 -1.44 0.39
H -3.17 -0.20 0.57
N -1.45 -1.75 -1.86
*
```